Entry 1:
A molecular structure, C4H5Cl7CrN in a non-equilibrium geometry. Source: the Open Molecules 2025 dataset; level of theory: ωB97M-V/def2-TZVPD.

Charge   +1
HOMO (spin up / spin down)   -13.51 / -13.51 eV
Energy   -121787.6922 eV
F_max   2.0 eV/A
Spin multiplicity   5
⟨S²⟩   6.054

Each line ends with the natural charge from an NBO analysis.
CARTESIAN COORDINATES (ANGSTROEM)
Cr (-2.081, 2.324, -1.971)  1.559
Cl (-0.301, 1.352, -0.952)  -0.554
C (0.428, -1.703, -2.531)  -0.717
C (0.993, -1.186, -3.765)  0.269
N (1.404, -0.801, -4.759)  -0.310
H (0.588, -2.775, -2.458)  0.274
H (-0.633, -1.451, -2.537)  0.231
H (0.825, -1.222, -1.640)  0.247
C (0.062, 2.736, 2.409)  -0.299
Cl (0.537, 4.409, 2.553)  0.051
Cl (-1.616, 2.448, 2.893)  0.002
Cl (1.161, 1.670, 3.281)  0.041
H (0.109, 2.436, 1.378)  0.205
C (-0.268, -1.541, 1.586)  -0.293
Cl (1.410, -2.020, 1.615)  0.054
Cl (-0.937, -1.466, 3.212)  0.044
Cl (-1.266, -2.621, 0.583)  -0.009
H (-0.414, -0.588, 1.101)  0.204



Entry 2:
11 unconnected molecules or ions with the total composition C27H75Cl9O32P8 in a non-equilibrium geometry. Source: the Open Molecules 2025 dataset; level of theory: ωB97M-V/def2-TZVPD.

ΔE to the lowest compared entry with this formula, charge and spin   0.0 kJ/mol
SMILES   COP(=O)(OC)OC.COP(=O)(OC)OC.COP(=O)(OC)OC.COP(=O)(OC)OC.COP(=O)(OC)OC.COP(=O)(OC)OC.COP(=O)(OC)OC.COP(=O)(OC)OC.ClC(Cl)Cl.ClC(Cl)Cl.ClC(Cl)Cl
HOMO   -10.11 eV
Energy   -281765.5789 eV
F_max   1.9 eV/A

Each line ends with the Löwdin charge.
CARTESIAN COORDINATES (ANGSTROEM)
C (-3.074, -6.665, 5.030)  -0.094
O (-2.492, -5.646, 4.236)  -0.199
P (-1.869, -4.334, 4.850)  0.302
O (-0.622, -4.427, 5.585)  -0.210
O (-1.897, -3.393, 3.612)  -0.194
C (-1.302, -3.832, 2.393)  -0.089
O (-3.032, -3.649, 5.670)  -0.212
C (-3.232, -3.992, 7.035)  -0.093
H (-4.153, -6.510, 4.990)  0.098
H (-2.839, -6.647, 6.098)  0.077
H (-2.749, -7.619, 4.636)  0.091
H (-1.342, -2.998, 1.708)  0.078
H (-1.688, -4.741, 1.935)  0.092
H (-0.214, -3.966, 2.460)  0.073
H (-3.499, -5.044, 7.170)  0.070
H (-4.072, -3.426, 7.424)  0.083
H (-2.312, -3.811, 7.592)  0.094
C (-0.256, -3.044, -7.048)  -0.085
O (-1.270, -2.306, -6.366)  -0.219
P (-1.044, -0.800, -5.938)  0.289
O (0.320, -0.306, -6.042)  -0.228
O (-2.108, 0.007, -6.769)  -0.206
C (-1.716, 0.937, -7.770)  -0.108
O (-1.668, -0.767, -4.510)  -0.219
C (-1.429, -1.766, -3.501)  -0.043
H (-0.622, -3.274, -8.049)  0.088
H (-0.094, -3.983, -6.521)  0.088
H (0.684, -2.501, -7.106)  0.080
H (-1.915, 0.506, -8.757)  0.090
H (-0.674, 1.258, -7.821)  0.086
H (-2.323, 1.834, -7.650)  0.085
H (-0.941, -1.309, -2.637)  0.087
H (-0.707, -2.492, -3.874)  0.093
H (-2.388, -2.150, -3.175)  0.068
C (6.744, 6.817, -1.703)  -0.069
O (6.083, 6.374, -0.502)  -0.227
P (4.513, 6.314, -0.370)  0.302
O (3.867, 5.569, -1.425)  -0.210
O (4.059, 7.824, -0.228)  -0.213
C (4.641, 8.680, 0.749)  -0.086
O (4.349, 5.702, 1.088)  -0.212
C (2.982, 5.658, 1.597)  -0.118
H (6.119, 7.421, -2.361)  0.092
H (7.043, 5.954, -2.298)  0.090
H (7.607, 7.357, -1.326)  0.090
H (5.624, 8.327, 1.062)  0.089
H (3.960, 8.688, 1.598)  0.090
H (4.779, 9.675, 0.339)  0.090
H (2.717, 4.597, 1.728)  0.052
H (2.207, 6.038, 0.932)  0.085
H (2.952, 6.019, 2.624)  0.068
C (2.203, -1.909, -0.359)  -0.058
O (2.249, -3.266, -0.857)  -0.210
P (1.365, -4.407, -0.232)  0.307
O (-0.045, -4.184, -0.474)  -0.207
O (2.016, -5.686, -0.870)  -0.191
C (1.160, -6.615, -1.522)  -0.095
O (1.785, -4.442, 1.290)  -0.216
C (3.189, -4.531, 1.582)  -0.076
H (3.192, -1.578, -0.060)  0.064
H (1.411, -1.728, 0.371)  0.089
H (1.902, -1.332, -1.238)  0.079
H (0.513, -6.099, -2.240)  0.085
H (0.498, -7.131, -0.833)  0.093
H (1.755, -7.284, -2.135)  0.089
H (3.374, -5.484, 2.071)  0.094
H (3.426, -3.684, 2.221)  0.096
H (3.835, -4.484, 0.703)  0.078
C (-2.121, 1.843, 3.676)  -0.107
O (-3.238, 1.555, 4.516)  -0.180
P (-3.774, 0.072, 4.570)  0.322
O (-3.926, -0.651, 3.314)  -0.215
O (-2.902, -0.648, 5.685)  -0.215
C (-1.491, -0.839, 5.441)  -0.068
O (-5.111, 0.297, 5.356)  -0.203
C (-5.928, -0.811, 5.742)  -0.078
H (-1.255, 2.037, 4.322)  0.072
H (-2.262, 2.666, 2.978)  0.074
H (-1.725, 1.016, 3.069)  0.070
H (-1.158, -1.679, 6.039)  0.079
H (-0.993, 0.093, 5.709)  0.086
H (-1.326, -1.065, 4.388)  0.082
H (-6.597, -0.413, 6.511)  0.089
H (-5.397, -1.659, 6.162)  0.074
H (-6.593, -1.043, 4.908)  0.094
C (-2.456, 0.571, -0.174)  -0.046
O (-1.580, 1.723, -0.417)  -0.219
P (-0.059, 1.546, -0.003)  0.323
O (0.131, 0.785, 1.236)  -0.255
O (0.709, 1.070, -1.283)  -0.206
C (1.924, 1.653, -1.784)  -0.068
O (0.417, 3.037, 0.155)  -0.249
C (0.065, 3.814, 1.309)  -0.138
H (-3.192, 0.878, 0.566)  0.089
H (-1.923, -0.282, 0.225)  0.075
H (-2.933, 0.368, -1.128)  0.083
H (2.665, 0.864, -1.908)  0.063
H (2.279, 2.507, -1.217)  0.084
H (1.689, 2.012, -2.788)  0.076
H (0.292, 4.860, 1.139)  0.050
H (0.509, 3.519, 2.265)  0.037
H (-1.012, 3.659, 1.449)  0.054
C (5.705, 0.705, -0.271)  -0.099
O (6.610, -0.114, -0.997)  -0.203
P (6.109, -1.540, -1.504)  0.326
O (7.148, -2.157, -2.331)  -0.216
O (5.639, -2.345, -0.239)  -0.215
C (6.659, -3.035, 0.508)  -0.083
O (4.767, -1.194, -2.260)  -0.231
C (4.915, -0.522, -3.529)  -0.061
H (4.721, 0.261, -0.096)  0.070
H (5.431, 1.561, -0.904)  0.093
H (6.151, 1.090, 0.638)  0.091
H (6.802, -4.108, 0.347)  0.095
H (6.523, -2.887, 1.578)  0.090
H (7.634, -2.626, 0.210)  0.086
H (3.953, -0.048, -3.693)  0.083
H (5.177, -1.231, -4.310)  0.094
H (5.697, 0.241, -3.505)  0.094
C (-6.982, 0.165, -2.823)  -0.113
O (-7.013, -1.218, -2.509)  -0.190
P (-5.947, -2.192, -3.173)  0.325
O (-6.336, -3.579, -3.309)  -0.198
O (-5.593, -1.420, -4.490)  -0.217
C (-4.740, -2.079, -5.435)  -0.062
O (-4.653, -1.887, -2.322)  -0.226
C (-4.335, -2.678, -1.206)  -0.103
H (-7.100, 0.728, -1.898)  0.090
H (-7.822, 0.383, -3.487)  0.091
H (-6.109, 0.570, -3.332)  0.085
H (-3.698, -2.271, -5.181)  0.066
H (-4.708, -1.369, -6.256)  0.093
H (-5.227, -3.026, -5.655)  0.091
H (-4.155, -3.707, -1.514)  0.095
H (-5.059, -2.613, -0.393)  0.101
H (-3.391, -2.328, -0.804)  0.072
Cl (1.372, 3.779, 5.205)  0.533
C (2.789, 2.835, 4.742)  -1.499
Cl (4.056, 3.923, 4.161)  0.568
Cl (2.354, 1.722, 3.435)  0.561
H (3.167, 2.294, 5.594)  0.015
Cl (0.128, 4.608, -2.689)  0.572
C (-1.437, 3.951, -3.188)  -1.514
Cl (-1.231, 2.827, -4.516)  0.579
Cl (-2.461, 5.315, -3.730)  0.496
H (-1.948, 3.473, -2.364)  0.001
Cl (-1.243, 8.647, 1.665)  0.513
C (-2.281, 7.245, 1.996)  -1.512
Cl (-1.432, 6.154, 3.095)  0.551
Cl (-2.653, 6.443, 0.467)  0.532
H (-3.207, 7.583, 2.432)  0.015



Question: Number 2 is which compound?
Answer: C27H75Cl9O32P8



Question: Which value of energy does entry 2 give?
Answer: -281765.5789 eV



Question: Among the records above, which one has the highest energy?
Answer: C4H5Cl7CrN